{"formula": "C19H26N4O4", "method": "ωB97M-V with the def2-TZVPD basis set", "homo_lumo_gap_ev": 8.498, "homo_energy_ev": -8.17, "e_above_lowest_ev": 2.324, "smiles": "CCCCN(C(=O)/C=C/c1ccco1)c1c(N)n(CC(C)C)c(=O)[nH]c1=O", "largest_force_ev_per_a": 1.1, "species": ["C", "C", "C", "C", "N", "C", "O", "C", "C", "C", "C", "C", "C", "O", "H", "H", "H", "H", "H", "C", "C", "N", "H", "H", "N", "C", "O", "N", "C", "O", "H", "C", "H", "H", "C", "C", "H", "H", "H", "C", "H", "H", "H", "H", "H", "H", "H", "H", "H", "H", "H", "H", "H"], "xyz": [[-5.141, -1.438, 1.004], [-4.334, -0.149, 1.094], [-4.068, 0.493, -0.269], [-3.269, -0.381, -1.237], [-1.896, -0.595, -0.807], [-1.494, -1.846, -0.442], [-2.285, -2.756, -0.264], [-0.037, -2.046, -0.252], [0.879, -1.719, -1.170], [2.286, -1.973, -1.034], [3.323, -1.677, -1.889], [4.502, -2.112, -1.249], [4.105, -2.639, -0.056], [2.775, -2.560, 0.085], [4.657, -3.085, 0.748], [5.503, -2.044, -1.622], [3.242, -1.210, -2.849], [0.593, -1.232, -2.092], [0.246, -2.606, 0.628], [-1.013, 0.512, -0.876], [-0.378, 0.965, 0.261], [-0.581, 0.339, 1.448], [-0.295, 0.777, 2.304], [-1.369, -0.288, 1.488], [0.511, 2.011, 0.207], [0.700, 2.739, -0.964], [1.407, 3.719, -1.012], [0.020, 2.279, -2.051], [-0.808, 1.157, -2.142], [-1.276, 0.838, -3.217], [0.171, 2.793, -2.913], [1.328, 2.428, 1.338], [0.737, 2.423, 2.257], [1.603, 3.463, 1.120], [2.628, 1.619, 1.521], [2.412, 0.241, 2.142], [1.825, -0.398, 1.490], [1.916, 0.318, 3.108], [3.376, -0.237, 2.302], [3.377, 1.490, 0.197], [3.513, 2.465, -0.264], [2.829, 0.852, -0.494], [4.355, 1.044, 0.362], [3.243, 2.208, 2.211], [-3.727, -1.365, -1.330], [-3.244, 0.093, -2.221], [-3.538, 1.440, -0.126], [-5.025, 0.719, -0.742], [-4.872, 0.576, 1.711], [-3.388, -0.365, 1.598], [-5.436, -1.766, 1.999], [-4.549, -2.229, 0.551], [-6.041, -1.286, 0.412]]}

---

{"formula": "C3H4N2O3", "method": "ωB97M-V with the def2-TZVPD basis set", "homo_lumo_gap_ev": 9.362, "homo_energy_ev": -9.19, "e_above_lowest_ev": 4.610, "smiles": "OCc1nnoc1O", "largest_force_ev_per_a": 4.3, "species": ["C", "C", "C", "H", "H", "H", "H", "N", "N", "O", "O", "O"], "xyz": [[0.962, -1.068, 0.176], [-0.441, -0.384, 0.160], [-0.849, 0.924, 0.038], [2.481, 0.314, -0.630], [1.352, -1.283, 1.280], [0.779, -1.839, -0.646], [0.704, 1.793, -0.064], [-1.515, -1.235, 0.025], [-2.539, -0.507, -0.051], [1.548, 0.296, -0.316], [-2.191, 0.868, -0.229], [-0.291, 2.121, 0.258]]}

---

{"formula": "CH7N2O", "method": "ωB97M-V with the def2-TZVPD basis set", "total_charge": -2, "homo_lumo_gap_ev": [3.446, 7.835], "homo_energy_ev": [4.64, 0.12], "multiplicity": 2, "e_above_lowest_ev": 0.978, "s2": 0.75, "largest_force_ev_per_a": 2.4, "species": ["O", "H", "N", "C", "N", "H", "H", "H", "H", "H", "H"], "xyz": [[2.298, 0.769, 1.427], [3.231, 1.012, 1.365], [0.464, -0.638, -0.634], [-1.017, -0.737, -0.427], [-1.588, 0.413, 0.244], [0.596, 0.180, -1.223], [0.976, -0.392, 0.230], [-1.382, -0.840, -1.453], [-1.166, -1.740, -0.036], [-0.913, 0.778, 0.923], [-1.499, 1.195, -0.418]]}

---

{"formula": "C21H14MnN5O4S", "method": "ωB97M-V with the def2-TZVPD basis set", "total_charge": -2, "homo_lumo_gap_ev": [7.399, 8.002], "homo_energy_ev": [-3.06, -3.67], "multiplicity": 5, "s2": 6.24, "largest_force_ev_per_a": 3.5, "species": ["Mn", "O", "C", "N", "C", "C", "C", "C", "C", "C", "N", "C", "C", "C", "C", "C", "N", "H", "H", "H", "H", "H", "H", "H", "H", "H", "H", "O", "S", "C", "N", "O", "C", "N", "C", "O", "C", "C", "C", "C", "C", "C", "H", "H", "H", "H"], "xyz": [[4.816, 16.288, 10.270], [7.831, 14.083, 12.078], [6.875, 14.421, 11.308], [6.010, 15.396, 11.664], [6.232, 15.741, 13.038], [5.961, 14.464, 13.828], [4.830, 13.592, 13.481], [4.527, 12.569, 14.325], [5.311, 12.265, 15.452], [6.420, 13.072, 15.626], [6.733, 14.184, 14.868], [6.480, 13.635, 10.096], [6.722, 12.239, 10.028], [6.415, 11.554, 8.890], [5.815, 12.295, 7.845], [5.660, 13.620, 7.985], [5.951, 14.287, 9.051], [5.496, 16.546, 13.265], [7.225, 16.140, 13.261], [4.332, 13.825, 12.510], [3.688, 11.906, 14.073], [5.063, 11.452, 16.139], [7.163, 12.943, 16.409], [7.050, 11.705, 10.869], [6.502, 10.471, 8.810], [5.374, 11.797, 7.024], [5.200, 14.188, 7.187], [3.157, 16.337, 10.674], [5.256, 20.898, 10.030], [5.339, 19.256, 9.900], [5.350, 18.093, 9.808], [6.798, 5.894, 8.040], [6.605, 6.455, 9.127], [6.567, 7.825, 9.361], [6.204, 8.069, 10.675], [5.939, 9.167, 11.139], [5.985, 6.752, 11.415], [5.603, 6.543, 12.687], [5.411, 5.184, 13.120], [5.597, 4.202, 12.158], [5.994, 4.475, 10.774], [6.144, 5.791, 10.391], [5.625, 7.446, 13.267], [5.169, 5.167, 14.204], [5.476, 3.171, 12.424], [6.071, 3.638, 10.098]]}

---

{"formula": "C20H25ClN4O3", "method": "ωB97M-V with the def2-TZVPD basis set", "homo_lumo_gap_ev": 7.992, "homo_energy_ev": -7.99, "e_above_lowest_ev": 3.768, "smiles": "C[C@@H]1CN(c2ccc([N+](=O)[O-])c(NCCOc3ccc(Cl)cc3)c2)C[C@H](C)N1", "largest_force_ev_per_a": 1.5, "species": ["C", "C", "N", "H", "C", "C", "H", "H", "H", "C", "N", "C", "C", "C", "N", "C", "C", "O", "C", "C", "C", "C", "C", "C", "H", "H", "Cl", "H", "H", "H", "H", "H", "H", "H", "C", "C", "C", "H", "H", "N", "O", "O", "H", "C", "H", "H", "H", "H", "H", "H", "H", "H", "H"], "xyz": [[2.680, -1.699, -1.331], [3.607, -0.798, -0.525], [3.827, 0.451, -1.244], [3.012, 0.676, -1.808], [4.108, 1.562, -0.357], [4.486, 2.794, -1.172], [5.351, 2.572, -1.789], [3.665, 3.087, -1.823], [4.724, 3.624, -0.512], [2.893, 1.867, 0.554], [2.185, 0.639, 0.860], [0.857, 0.628, 1.156], [0.109, -0.550, 1.160], [-1.254, -0.590, 1.459], [-1.942, -1.755, 1.482], [-1.531, -2.989, 0.872], [-1.547, -2.929, -0.671], [-2.825, -2.586, -1.155], [-3.216, -1.272, -1.154], [-4.580, -1.039, -0.976], [-5.089, 0.242, -1.004], [-4.233, 1.313, -1.210], [-2.879, 1.099, -1.399], [-2.372, -0.189, -1.376], [-1.313, -0.325, -1.533], [-2.217, 1.935, -1.561], [-4.853, 2.922, -1.235], [-6.142, 0.413, -0.849], [-5.228, -1.884, -0.808], [-1.339, -3.925, -1.073], [-0.778, -2.239, -1.031], [-2.235, -3.756, 1.198], [-0.530, -3.279, 1.207], [-2.940, -1.636, 1.651], [-1.905, 0.643, 1.748], [-1.152, 1.826, 1.738], [0.181, 1.836, 1.456], [0.718, 2.768, 1.500], [-1.669, 2.744, 1.973], [-3.276, 0.757, 1.998], [-3.761, 1.873, 2.109], [-3.969, -0.263, 2.090], [0.589, -1.483, 0.920], [3.044, -0.519, 0.891], [3.872, -0.309, 1.580], [2.515, -1.388, 1.275], [3.226, 2.373, 1.471], [2.218, 2.535, 0.012], [4.970, 1.270, 0.254], [4.584, -1.291, -0.418], [2.591, -2.676, -0.864], [1.690, -1.250, -1.402], [3.075, -1.829, -2.335]]}

---

{"formula": "C23H37BN7S3Sr", "method": "ωB97M-V with the def2-TZVPD basis set", "total_charge": 1, "homo_lumo_gap_ev": 7.987, "homo_energy_ev": -10.18, "largest_force_ev_per_a": 4.7, "species": ["Sr", "C", "C", "C", "C", "N", "C", "C", "N", "B", "N", "C", "C", "N", "C", "S", "C", "C", "C", "C", "N", "C", "C", "N", "C", "S", "C", "C", "C", "C", "C", "S", "H", "H", "H", "H", "H", "H", "H", "H", "H", "H", "H", "H", "H", "H", "H", "H", "H", "H", "H", "H", "H", "H", "H", "H", "H", "H", "H", "H", "H", "H", "H", "H", "H", "H", "C", "C", "N", "H", "H", "H"], "xyz": [[12.650, 11.095, 11.393], [7.247, 9.571, 10.580], [7.679, 10.107, 11.976], [6.675, 9.722, 13.098], [7.923, 11.658, 11.860], [9.021, 9.486, 12.411], [9.257, 9.014, 13.725], [10.563, 8.655, 13.816], [11.178, 8.859, 12.564], [12.652, 8.229, 12.486], [13.037, 7.856, 10.956], [12.553, 6.648, 10.472], [13.075, 6.451, 9.251], [13.883, 7.537, 8.915], [13.959, 8.340, 10.055], [14.935, 9.797, 10.099], [14.479, 7.786, 7.491], [14.311, 6.458, 6.718], [15.969, 8.155, 7.522], [13.603, 8.873, 6.859], [13.863, 9.053, 13.200], [15.124, 8.376, 13.249], [15.924, 9.070, 14.067], [15.226, 10.168, 14.595], [13.968, 10.179, 14.022], [12.765, 11.306, 14.420], [15.876, 11.116, 15.601], [16.616, 12.198, 14.730], [16.856, 10.285, 16.433], [14.874, 11.853, 16.499], [10.173, 9.348, 11.673], [10.330, 9.844, 10.032], [6.175, 9.786, 10.474], [7.380, 8.502, 10.572], [7.798, 10.049, 9.779], [5.726, 10.046, 12.715], [6.829, 10.205, 14.024], [6.661, 8.654, 13.291], [6.981, 12.116, 11.524], [8.653, 11.794, 11.033], [8.321, 12.128, 12.747], [8.490, 9.135, 14.480], [11.058, 8.111, 14.647], [12.643, 7.248, 13.118], [11.986, 5.985, 11.124], [12.980, 5.650, 8.527], [14.756, 5.647, 7.291], [14.837, 6.586, 5.757], [13.236, 6.252, 6.539], [16.478, 7.836, 8.422], [16.024, 9.240, 7.428], [16.488, 7.702, 6.655], [12.566, 8.538, 6.758], [14.011, 9.102, 5.857], [13.674, 9.808, 7.413], [15.367, 7.393, 12.793], [16.935, 8.840, 14.280], [17.332, 11.797, 14.067], [17.132, 12.928, 15.372], [15.850, 12.742, 14.143], [17.629, 9.804, 15.829], [16.354, 9.500, 17.037], [17.380, 11.005, 17.121], [14.302, 12.557, 15.907], [15.391, 12.406, 17.280], [14.143, 11.246, 16.984], [12.089, 16.011, 10.449], [12.145, 14.556, 10.674], [12.366, 13.403, 10.748], [12.834, 16.542, 11.020], [11.092, 16.383, 10.742], [12.318, 16.254, 9.398]]}

---

{"formula": "C4H5Cl3IrN2O2SbSe4", "method": "ωB97M-V with the def2-TZVPD basis set", "homo_lumo_gap_ev": [6.906, 5.135], "homo_energy_ev": [-7.81, -7.78], "multiplicity": 5, "e_above_lowest_ev": 0.144, "s2": 6.02, "largest_force_ev_per_a": 1.5, "species": ["Ir", "Se", "Sb", "Se", "Se", "Se", "Cl", "C", "Cl", "Cl", "C", "N", "N", "C", "C", "O", "O", "H", "H", "H", "H", "H"], "xyz": [[0.796, -0.037, -0.506], [-2.053, -0.081, -4.871], [-2.155, 0.037, -2.470], [-0.604, -1.803, -1.298], [-0.434, 1.801, -1.454], [-4.253, 0.260, -1.286], [6.280, -0.441, -0.398], [5.204, -0.147, -1.784], [5.365, -1.459, -2.972], [5.602, 1.409, -2.546], [3.843, -0.108, -1.304], [2.770, -0.087, -0.905], [-3.126, 0.187, 2.433], [-1.988, -0.377, 1.687], [-0.734, 0.309, 2.297], [-0.965, 0.923, 3.361], [0.353, 0.163, 1.705], [-3.762, -0.506, 2.810], [-3.655, 0.842, 1.859], [-2.504, 0.713, 3.200], [-2.060, -0.145, 0.633], [-1.922, -1.454, 1.809]]}

---

{"formula": "C2H4N4OS", "method": "ωB97M-V with the def2-TZVPD basis set", "homo_lumo_gap_ev": 8.247, "homo_energy_ev": -8.15, "e_above_lowest_ev": 0.657, "smiles": "Nn1[nH]c(=S)nc1O", "largest_force_ev_per_a": 2.7, "species": ["C", "C", "H", "H", "H", "H", "N", "N", "N", "N", "O", "S"], "xyz": [[0.262, 1.161, 1.311], [0.090, -0.755, 0.416], [-1.495, -0.476, -1.684], [-0.020, -0.914, -2.286], [0.500, 2.045, -0.633], [-0.022, -2.416, 1.168], [-0.508, -0.171, -1.838], [0.191, 0.051, -0.636], [0.064, 1.337, -0.047], [0.208, -0.162, 1.587], [0.048, -2.052, 0.257], [0.681, 2.351, 2.384]]}